12
Properties=species:S:1:pos:R:3:forces:R:3 method="wB97M-V/def2-TZVPD" total_energy_ha=-1014.20504 lumo_ev=-15.74 charge=+3 multiplicity=1 orbital_gap_ev=4.20 de_lowest_ev=2.193
Mg 1.246 1.614 -2.067 0.45 -0.38 0.73
Mg -3.101 2.835 -2.183 -0.23 0.13 -0.05
Cl -1.001 1.939 -2.042 -0.60 0.13 -0.07
C -0.086 -1.321 0.097 1.17 -0.15 0.30
C 0.900 -0.574 0.986 -1.37 0.72 0.76
O 0.384 0.766 1.264 0.60 -0.11 -0.97
H -1.073 -1.434 0.535 0.00 -0.03 0.09
H 0.350 -2.300 -0.122 -0.36 0.02 -0.24
H -0.178 -0.728 -0.823 -0.12 -0.07 -0.47
H 1.866 -0.430 0.505 0.20 -0.05 0.00
H 1.036 -1.051 1.957 0.21 -0.29 -0.18
H -0.343 0.684 1.893 0.07 0.07 0.09

=====

12
Properties=species:S:1:pos:R:3:forces:R:3 method="wB97M-V/def2-TZVPD" smiles="C=O.NCO" total_energy_ha=-285.58860 lumo_ev=0.81 charge=0 multiplicity=1 orbital_gap_ev=10.57 de_lowest_ev=2.264
C -1.203 1.768 1.712 1.22 0.39 -0.42
O -2.324 2.150 1.597 -0.81 0.11 0.07
H -0.922 0.719 1.847 -0.12 -0.29 0.21
H -0.335 2.468 1.610 -0.28 -0.21 0.15
N 0.391 -0.616 -0.111 0.12 -0.26 0.32
C 0.929 -0.879 -1.444 -0.32 0.55 0.11
O 1.721 -2.036 -1.492 0.15 -0.33 -0.06
H -0.578 -0.893 -0.022 -0.05 -0.09 -0.25
H 0.889 -1.207 0.557 0.02 0.30 -0.18
H 1.509 -0.010 -1.771 0.05 -0.09 0.05
H 0.109 -1.003 -2.149 -0.07 -0.03 0.00
H 2.640 -1.779 -1.398 0.09 -0.05 0.01